Density functional theory data (ωB97M-V with the def2-TZVPD basis set) for a 31-piece molecular cluster, H62O31 overall in a non-equilibrium geometry.

Computed properties:
* relative energy (zero: lowest compared OMol25 entry of this formula, charge and spin): 113.6 kcal/mol

```
93
Properties=species:S:1:pos:R:3:forces:R:3
O -20.4938 15.4766 -6.5662 0.0 0.7 -0.6
H -19.9981 14.7756 -6.9896 -0.4 -0.3 -0.1
H -20.1643 15.4946 -5.6677 -0.2 -0.1 0.3
O -18.2062 12.1922 -11.8850 0.3 -0.3 -0.6
H -17.5591 11.8994 -12.5267 0.0 -0.2 -0.3
H -17.7048 12.7171 -11.2610 0.0 0.5 0.2
O -17.4837 14.3261 -2.2754 0.2 -0.7 0.3
H -18.3277 14.0921 -1.8891 -0.1 -0.3 0.0
H -17.5428 15.2692 -2.4280 0.0 0.8 -0.3
O -15.3460 17.4740 -10.4154 -0.3 -0.3 0.3
H -15.2366 18.1486 -9.7452 -0.1 0.4 0.4
H -16.2452 17.5859 -10.7240 -0.3 0.1 -0.1
O -20.0501 15.3576 -3.9238 0.0 -0.1 0.5
H -20.3928 14.9647 -3.1211 -0.3 -0.2 0.0
H -19.6524 16.1799 -3.6378 0.2 0.4 -0.1
O -18.3537 17.7174 -7.5758 -0.1 0.1 0.1
H -17.6837 17.2241 -8.0490 0.3 -0.2 0.0
H -18.4746 18.5143 -8.0922 -0.1 0.2 -0.2
O -16.1276 15.0320 -7.7222 -0.6 0.1 -0.4
H -15.2548 14.6661 -7.8660 0.8 -0.1 0.1
H -16.0431 15.5458 -6.9190 0.1 0.2 0.4
O -12.1164 11.5213 -5.3853 0.7 0.2 0.6
H -11.8800 11.8047 -6.2685 -0.1 -0.2 -0.1
H -13.0228 11.2239 -5.4632 -0.1 0.0 0.0
O -13.3666 15.4595 -10.0231 0.7 0.2 0.7
H -14.0742 16.1009 -9.9584 -0.3 0.3 -0.2
H -13.8032 14.6447 -10.2714 -0.3 -0.7 -0.3
O -17.7075 9.8487 -9.2515 -0.4 0.0 0.4
H -17.5679 9.1923 -9.9341 0.0 -0.1 -0.2
H -16.8270 10.1409 -9.0159 0.3 0.1 -0.2
O -14.7040 19.0970 -3.3592 -0.3 0.6 0.2
H -13.9418 19.2410 -3.9201 0.0 0.2 -0.2
H -14.7359 18.1482 -3.2366 0.3 -0.4 0.0
O -12.7507 10.4990 -7.8440 -0.5 -0.1 -0.3
H -11.8680 10.5041 -8.2141 0.3 0.0 -0.2
H -12.8922 9.5919 -7.5734 0.2 -0.4 0.3
O -14.7518 10.3883 -9.8264 -0.7 0.2 -0.3
H -14.2198 10.0072 -10.5249 0.1 -0.2 -0.3
H -14.1850 10.3689 -9.0553 0.6 0.3 0.4
O -14.9884 11.5022 -5.2834 -0.6 -1.0 0.2
H -15.3172 10.6966 -5.6824 -0.1 -0.4 -0.2
H -15.5720 11.6578 -4.5409 -0.1 0.2 0.7
O -17.3080 20.9348 -6.2050 -0.1 0.3 -0.4
H -17.2296 20.1335 -6.7227 0.0 -0.6 0.4
H -18.0740 20.7881 -5.6501 -0.1 0.1 0.3
O -14.2021 20.7622 -6.0376 0.3 0.6 -0.2
H -13.8040 19.9428 -6.3316 0.0 -0.5 0.2
H -15.0018 20.8406 -6.5577 -0.3 0.2 0.4
O -13.0671 18.3618 -6.8974 -0.4 1.0 -0.2
H -12.7647 17.4700 -7.0692 0.2 -1.0 0.1
H -12.4251 18.9213 -7.3345 0.4 0.1 -0.1
O -17.3120 12.5673 -7.2569 0.0 -0.6 -0.1
H -16.8298 13.3653 -7.4734 0.3 0.8 0.1
H -16.6530 11.9829 -6.8823 0.0 -0.1 0.1
O -17.1940 14.3502 -10.3706 0.1 -0.1 -0.3
H -16.9800 15.2760 -10.4865 0.0 0.2 0.0
H -17.2725 14.2388 -9.4232 -0.1 0.0 0.4
O -15.9914 19.3427 -8.1393 -0.2 -0.4 -0.5
H -15.0533 19.5317 -8.1609 0.6 0.0 0.4
H -16.4107 20.1999 -8.2145 0.0 0.5 -0.4
O -12.4514 13.6552 -12.8725 0.3 -0.2 -0.3
H -13.1652 13.6128 -12.2361 -0.5 -0.1 0.2
H -11.6817 13.8908 -12.3546 0.2 0.2 0.0
O -14.9627 13.6601 -3.2905 0.7 -0.6 -0.3
H -15.7898 13.7336 -2.8144 -0.8 0.2 0.5
H -15.2156 13.6692 -4.2137 0.0 0.3 -0.3
O -14.0162 17.4218 -12.6878 0.4 -0.1 -0.7
H -14.4343 18.1701 -13.1139 0.0 0.2 -0.2
H -14.4453 17.3610 -11.8344 0.1 0.1 0.2
O -20.0650 12.3104 -10.0267 -0.5 0.2 0.3
H -19.6298 11.8908 -9.2845 0.0 0.0 0.2
H -19.4746 12.1630 -10.7657 -0.1 -0.3 -0.3
O -13.9138 13.2942 -6.6430 0.0 1.2 -1.1
H -14.4640 12.6848 -6.1509 0.0 -0.2 0.1
H -13.1496 13.4328 -6.0835 0.1 0.2 0.2
O -20.0102 12.8372 -7.1282 -0.4 0.0 0.1
H -20.2297 11.9082 -7.0580 -0.2 -0.2 0.0
H -19.0540 12.8613 -7.0927 0.5 -0.3 0.1
O -17.4967 16.9981 -3.0322 0.2 -0.6 0.8
H -17.6191 17.6290 -2.3228 0.2 0.3 0.2
H -17.9670 17.3774 -3.7745 -0.5 0.5 -0.7
O -19.1221 17.8956 -4.9654 0.0 0.4 0.8
H -19.8903 18.4438 -5.1248 -0.3 -0.1 0.1
H -18.6384 17.9142 -5.7912 0.2 -0.3 -0.9
O -14.7383 13.1620 -11.1145 0.6 0.2 -0.2
H -15.6286 13.5080 -11.1769 -0.5 0.4 0.1
H -14.8301 12.3525 -10.6119 0.1 -0.6 0.3
O -14.7537 16.3867 -3.3278 0.3 0.3 -0.2
H -15.7102 16.3662 -3.2988 -0.5 0.2 0.0
H -14.4930 15.4660 -3.3046 0.2 -0.5 0.2
O -12.4580 15.7660 -7.3578 0.2 0.2 0.6
H -12.6731 15.5622 -8.2680 -0.3 -0.2 -1.1
H -11.7744 15.1372 -7.1262 0.2 0.0 0.2
```
Positions in Å, forces in eV/Å.

Löwdin population analysis, charges in e, atoms 1 to 2: O -0.068; H -0.014